DFT (wB97M-V/def2-TZVPD) results for a structure of composition C31H29BrIrN3O2.

Its total energy is -114059.178 eV. Its net charge is +1. As for the multiplicity: 2. The calculation puts the HOMO energy (alpha / beta) at -10.421 / -10.324 eV. Its expectation value of S² is 0.763.

The geometry in XYZ format:
```
67
Properties=species:S:1:pos:R:3:forces:R:3:mulliken_spin:R:1
Ir -0.5183 -0.1270 -0.3461 0.183 -0.137 -0.042 0.66
O 0.5494 -1.8937 -0.5460 0.009 0.090 0.005 0.12
C 0.5042 -2.4881 -1.7192 0.016 -0.027 -0.004 0.01
C 0.3505 -3.8851 -1.7889 -0.006 0.038 0.006 0.00
C 0.3224 -4.5270 -3.0057 -0.003 0.004 -0.025 0.00
C 0.4809 -3.8251 -4.2101 -0.014 -0.047 0.019 0.00
C 0.6859 -2.4697 -4.1633 0.008 0.063 0.028 0.00
C 0.6738 -1.7810 -2.9372 0.005 -0.024 -0.009 0.00
C 1.0490 -0.3940 -2.8742 -0.035 -0.008 0.013 -0.02
N 0.6844 0.3950 -1.9306 -0.021 -0.004 -0.026 0.00
C 1.3945 1.6426 -1.6490 -0.014 0.003 0.010 0.00
C 1.9679 1.5050 -0.2354 0.043 0.057 -0.001 -0.01
N 1.0630 0.6684 0.5763 -0.096 -0.153 0.155 0.02
C 1.4271 0.2658 1.7383 0.049 0.085 -0.068 -0.02
C 0.7042 -0.6279 2.6016 -0.003 -0.010 0.059 0.03
C 1.3337 -0.9556 3.8145 -0.019 -0.027 0.018 -0.03
C 0.7253 -1.7568 4.7515 0.017 0.023 -0.020 0.06
C -0.5569 -2.2460 4.4934 -0.024 -0.003 -0.013 -0.03
C -1.2016 -1.9444 3.3149 -0.003 -0.011 0.018 0.05
C -0.5908 -1.1413 2.3427 -0.020 -0.017 -0.021 -0.01
O -1.2983 -0.9157 1.2451 0.026 0.021 -0.039 0.14
H 0.2474 -4.4292 -0.8594 0.001 -0.004 -0.002 0.00
H 0.1867 -5.6012 -3.0317 0.002 0.001 0.000 0.00
H 0.4725 -4.3500 -5.1547 0.000 -0.001 0.001 0.00
H 0.8553 -1.9098 -5.0762 0.001 -0.004 -0.002 0.00
H 1.7407 -0.0053 -3.6219 0.000 -0.004 -0.004 0.00
H 0.6869 2.4679 -1.6925 -0.005 0.000 -0.038 0.00
H 2.1920 1.8134 -2.3725 0.003 -0.016 -0.002 0.00
H 2.0802 2.4860 0.2289 -0.005 -0.011 -0.004 0.00
H 2.9421 1.0154 -0.2705 0.006 0.009 0.002 0.00
H 2.3777 0.6328 2.1231 0.007 0.001 -0.021 0.00
H 2.3219 -0.5569 4.0093 0.000 0.009 -0.009 0.00
H 1.2307 -1.9960 5.6761 -0.008 -0.006 0.002 0.00
H -1.0535 -2.8706 5.2242 0.007 -0.001 0.005 0.00
H -2.1945 -2.3172 3.1040 0.001 0.002 -0.004 0.00
Br -1.3773 1.9029 2.5805 -0.026 -0.012 -0.010 0.00
C -1.2336 3.2436 1.2543 0.011 0.072 0.159 -0.01
C -1.0887 4.5076 1.7591 0.018 0.035 0.013 0.01
C -1.1745 5.6359 0.9279 -0.014 -0.056 -0.019 -0.01
C -1.4869 5.4532 -0.3830 0.012 -0.065 0.026 0.01
C -1.6385 4.1511 -0.9228 0.023 0.135 -0.024 -0.01
C -2.0228 4.0508 -2.2812 -0.009 -0.013 -0.023 0.04
C -2.1959 2.8321 -2.8522 0.020 -0.029 0.023 -0.02
C -1.8753 1.6795 -2.1107 -0.042 0.055 0.008 0.03
C -1.4421 1.6930 -0.7980 -0.104 -0.058 0.088 -0.04
C -1.4274 2.9781 -0.1304 0.053 0.024 -0.165 0.00
H -0.9547 4.6341 2.8243 -0.002 -0.001 0.000 0.00
H -1.0536 6.6261 1.3447 0.009 -0.001 0.006 0.00
H -1.6361 6.2997 -1.0409 -0.007 -0.004 -0.009 0.00
H -2.1925 4.9630 -2.8389 0.005 0.003 0.000 0.00
H -2.5176 2.7375 -3.8812 -0.009 -0.004 0.004 0.00
H -1.8986 0.7480 -2.6563 0.008 -0.021 -0.005 0.01
C -5.3123 -1.7838 -2.0981 -0.012 0.006 0.004 0.00
C -3.9644 -2.4021 -2.4865 0.057 -0.010 -0.048 0.00
C -3.7135 -2.2866 -3.9971 -0.006 -0.004 -0.001 0.00
C -3.8705 -3.8655 -2.0308 -0.006 0.012 -0.003 0.00
C -2.8964 -1.6563 -1.8055 -0.008 -0.151 0.182 0.00
N -2.0535 -1.1063 -1.2669 -0.092 0.195 -0.181 0.02
H -6.1041 -2.3350 -2.6054 -0.001 0.002 0.002 0.00
H -5.3709 -0.7384 -2.4005 0.001 0.000 -0.002 0.00
H -5.4809 -1.8470 -1.0236 0.001 -0.001 -0.001 0.00
H -4.4887 -2.8451 -4.5216 0.003 -0.002 -0.001 0.00
H -2.7422 -2.7038 -4.2652 0.005 0.000 -0.004 0.00
H -3.7571 -1.2482 -4.3269 0.000 -0.002 0.001 0.00
H -4.6443 -4.4374 -2.5432 0.003 0.002 0.002 0.00
H -4.0284 -3.9549 -0.9563 0.002 0.003 -0.002 0.00
H -2.8983 -4.2906 -2.2809 0.001 -0.004 0.000 0.00
```
Positions in Å, forces in eV/Å.